Entry 1:
Entry from the OMol25 dataset: a structure of composition C5H13N2 at a distorted geometry (ωB97M-V with the def2-TZVPD basis set).

Summary:
Charge ... +1

Last column: natural (NBO) charge in e.
Atoms and positions in Å:
1 C -0.192 -0.080 1.587  -0.453
2 C -0.930 -0.386 0.303  -0.098
3 H 1.704 -0.346 0.478  0.207
4 H -1.147 2.332 -0.143  0.212
5 H 1.104 -2.737 -0.601  0.402
6 H 1.696 -1.126 2.070  0.235
7 C -0.612 0.483 -0.885  -0.318
8 H -0.360 -3.478 -0.517  0.403
9 H -2.002 -0.503 0.509  0.288
10 H 0.411 1.968 -2.648  0.390
11 H -0.238 -0.167 -1.709  0.251
12 H -0.451 -1.434 -0.041  0.275
13 H -0.545 -0.910 2.398  0.248
14 N -0.100 2.542 -1.974  -0.719
15 N 0.084 -2.556 -0.552  -0.720
16 H 2.003 0.656 1.872  0.253
17 C -0.729 1.806 -1.005  0.082
18 H -0.388 0.940 1.823  0.280
19 H -0.681 3.201 -2.480  0.405
20 C 1.373 -0.204 1.513  -0.623


Entry 2:
Entry from the OMol25 dataset: a cluster of 2 separate species, C5H13N2 in total at a distorted geometry (ωB97M-V with the def2-TZVPD basis set).

Summary:
Charge ... +1

Last column: natural (NBO) charge in e.
Atoms and positions in Å:
1 H 1.149 0.045 -1.719  0.190
2 H -1.778 -1.372 -1.189  0.216
3 C 0.270 1.545 1.698  -0.264
4 N -1.833 0.675 -0.547  -0.824
5 H -2.716 1.256 -0.438  0.438
6 H -0.126 -1.576 0.500  0.409
7 H 2.875 0.479 -1.733  0.243
8 H 1.855 -0.943 0.714  0.233
9 N -1.109 -1.253 0.776  -0.848
10 C 0.964 0.925 0.927  0.031
11 H -0.037 2.336 2.212  0.240
12 C -2.017 -0.935 -0.194  -0.017
13 H -1.351 -1.403 1.799  0.432
14 H -3.138 -1.005 0.056  0.236
15 H -1.053 1.088 0.156  0.472
16 C 1.962 0.062 0.309  -0.516
17 H 2.940 0.577 0.682  0.281
18 C 2.061 -0.177 -1.210  -0.610
19 H -1.320 0.883 -1.412  0.424
20 H 2.403 -1.209 -1.389  0.234


Entry 3:
Entry from the OMol25 dataset: the ion C5H13N2 with charge +1 at a distorted geometry (ωB97M-V with the def2-TZVPD basis set).

Summary:
Charge ... +1

Last column: natural (NBO) charge in e.
Atoms and positions in Å:
1 C -2.052 0.460 -0.509  -0.437
2 H 2.214 -1.393 -1.027  0.209
3 H -2.482 -0.456 -0.165  0.242
4 N -0.010 -0.185 0.043  -0.220
5 C 2.406 -0.349 -0.686  -0.602
6 N -0.965 0.741 0.250  -0.042
7 H -2.818 1.290 -0.337  0.239
8 H 1.614 -0.449 1.296  0.207
9 C -0.412 -1.598 0.020  -0.437
10 H -1.135 -1.771 -0.871  0.223
11 H 0.489 -2.218 -0.169  0.253
12 H 3.414 -0.354 -0.308  0.245
13 H 1.610 1.050 0.560  0.215
14 H -1.929 0.421 -1.613  0.264
15 H 2.372 0.368 -1.445  0.221
16 C -0.958 1.785 1.029  -0.014
17 H -1.773 2.412 1.056  0.223
18 H -0.056 2.144 1.593  0.241
19 C 1.369 -0.010 0.357  -0.245
20 H -0.898 -1.888 0.927  0.215


Entry 4:
Entry from the OMol25 dataset: a cluster of 2 separate species, C5H13N2 in total at a distorted geometry (ωB97M-V with the def2-TZVPD basis set).

Summary:
Charge ... +1

Last column: natural (NBO) charge in e.
Atoms and positions in Å:
1 H -1.174 1.979 -1.002  0.242
2 C 2.714 -1.596 2.054  -0.679
3 N -1.627 -0.093 -0.969  -0.196
4 C -0.819 0.975 -1.396  -0.448
5 H 2.489 -2.197 1.304  0.205
6 H -0.719 1.046 -2.413  0.239
7 H -2.835 1.088 0.268  0.239
8 H 1.868 0.372 2.874  0.206
9 H 3.759 -1.264 2.113  0.245
10 H -0.616 -1.695 -0.471  0.239
11 H 2.286 -0.454 0.031  0.328
12 C -2.451 0.114 0.033  0.095
13 C -1.079 -1.401 -1.384  -0.446
14 H 2.489 -2.122 2.966  0.223
15 H 0.194 0.740 -0.928  0.269
16 H -3.096 -0.793 0.286  0.229
17 H -1.752 -2.253 -1.577  0.272
18 N 2.101 0.200 0.703  -0.684
19 C 2.154 -0.189 1.937  0.169
20 H -0.203 -1.142 -2.017  0.253


Entry 5:
Entry from the OMol25 dataset: the ion C5H13N2 with charge +1 at a distorted geometry (ωB97M-V with the def2-TZVPD basis set).

Summary:
Charge ... +1

Last column: natural (NBO) charge in e.
Atoms and positions in Å:
1 H 0.686 0.618 -0.852  0.224
2 H 1.740 -2.625 1.076  0.228
3 H -1.867 0.626 -1.024  0.232
4 H 1.677 -2.302 -1.854  0.433
5 H -0.656 2.654 -0.714  0.216
6 C -1.342 1.220 0.890  -0.403
7 C 0.032 -0.231 -0.667  -0.237
8 H -1.892 -0.778 0.084  0.225
9 N 2.115 -2.441 -0.951  -0.711
10 H -1.245 3.316 0.920  0.241
11 C -1.363 0.136 -0.188  -0.408
12 H 2.612 -3.314 -0.808  0.430
13 H 0.324 2.690 0.651  0.207
14 H -0.030 -0.769 -1.618  0.211
15 H -0.823 0.833 1.777  0.186
16 H 0.871 -0.514 1.214  0.436
17 C 1.536 -2.054 0.177  0.408
18 C -0.728 2.534 0.366  -0.639
19 N 0.728 -1.041 0.362  -0.511
20 H -2.375 1.441 1.157  0.233


Entry 6:
Entry from the OMol25 dataset: a cluster of 2 separate species, C5H13N2 in total (ωB97M-V with the def2-TZVPD basis set).

Summary:
Charge ... +1

Last column: natural (NBO) charge in e.
Atoms and positions in Å:
1 H -1.651 -0.387 1.955  0.197
2 C -1.042 -0.864 -1.288  -0.033
3 H -0.261 1.229 0.346  0.250
4 H -2.474 0.249 0.520  0.197
5 H 2.426 2.349 0.394  0.438
6 H 2.471 -0.198 0.151  0.252
7 H -1.680 -0.039 -1.588  0.190
8 C -0.492 -1.644 -2.207  -0.466
9 H 0.294 3.026 0.026  0.230
10 H -0.463 -1.903 0.303  0.384
11 N 1.688 1.688 0.631  -0.375
12 H -2.714 -1.442 1.022  0.213
13 H 1.336 -0.151 1.544  0.248
14 C 0.491 2.017 0.360  0.131
15 H 2.990 0.483 1.703  0.243
16 C -1.992 -0.633 0.949  -0.421
17 N -0.837 -0.984 0.100  -0.665
18 C 2.145 0.354 1.029  -0.436
19 H 0.083 -2.523 -1.939  0.199
20 H -0.635 -1.451 -3.257  0.225


Entry 7:
Entry from the OMol25 dataset: the ion C5H13N2 with charge +1 at a distorted geometry (ωB97M-V with the def2-TZVPD basis set).

Summary:
Charge ... +1

Last column: natural (NBO) charge in e.
Atoms and positions in Å:
1 H 0.835 0.561 2.146  0.280
2 H 2.713 -0.689 -0.522  0.229
3 H 3.271 0.916 0.013  0.278
4 H 0.540 -0.858 1.069  0.211
5 C 1.057 0.653 -0.233  -0.022
6 C -2.694 -1.453 0.246  0.071
7 H 2.570 0.727 -1.568  0.223
8 N -1.855 -0.648 0.700  -0.526
9 H -1.568 0.719 2.092  0.243
10 H -0.988 1.424 0.541  0.165
11 C 0.517 0.236 1.155  -0.425
12 H -0.818 -0.388 -0.806  0.473
13 H 0.424 -0.796 -1.852  0.456
14 H 0.836 1.731 -0.201  0.218
15 C -1.075 0.506 1.153  -0.213
16 H -0.361 0.780 -1.881  0.445
17 C 2.492 0.389 -0.497  -0.643
18 H -2.710 -1.515 -0.843  0.091
19 H -3.205 -2.378 0.546  0.188
20 N 0.017 0.084 -1.258  -0.743


Entry 8:
Entry from the OMol25 dataset: a cluster of 2 separate species, C5H13N2 in total at a distorted geometry (ωB97M-V with the def2-TZVPD basis set).

Summary:
Charge ... +1

Last column: natural (NBO) charge in e.
Atoms and positions in Å:
1 H -0.146 1.719 0.746  0.437
2 H -1.791 1.219 1.031  0.405
3 H 1.378 0.179 0.085  0.234
4 H 1.567 -0.757 -2.342  0.270
5 N 0.635 2.987 0.932  -1.050
6 C -0.687 -0.348 0.177  0.465
7 H 0.946 3.321 -0.051  0.410
8 C 1.119 -1.939 -0.647  -0.395
9 H 0.623 -2.803 -0.280  0.231
10 H -1.443 -2.225 -0.282  0.252
11 C -1.743 -1.288 0.243  -0.705
12 H 1.528 2.577 1.394  0.404
13 C 0.681 -0.622 -0.174  -0.314
14 H -2.670 -0.883 0.000  0.261
15 H -1.857 -1.532 1.274  0.281
16 H 0.231 3.675 1.444  0.395
17 C 0.676 -0.989 -1.661  -0.378
18 H -0.377 -1.035 -1.978  0.227
19 H 2.190 -2.090 -0.557  0.249
20 N -0.861 0.832 0.645  -0.681


Entry 9:
Entry from the OMol25 dataset: the ion C5H13N2 with charge +1 at a distorted geometry (ωB97M-V with the def2-TZVPD basis set).

Summary:
Charge ... +1

Last column: natural (NBO) charge in e.
Atoms and positions in Å:
1 H 0.999 0.199 -2.700  0.397
2 C -1.878 -0.195 1.183  -0.330
3 H -2.481 -1.078 1.249  0.234
4 H -0.136 -1.636 -0.600  0.444
5 C 0.113 1.491 -1.431  -0.205
6 C 0.737 -1.811 1.364  -0.424
7 H 0.811 1.600 0.577  0.230
8 H 0.229 -2.665 1.776  0.239
9 H 0.986 -1.133 2.112  0.233
10 H 1.068 -0.843 -0.534  0.495
11 C -0.673 0.036 0.583  0.121
12 H -0.789 1.365 -2.110  0.230
13 N 0.162 -1.093 0.230  -0.618
14 H 2.206 0.609 -1.543  0.411
15 H 0.605 2.592 -1.607  0.221
16 H 1.730 -2.100 1.156  0.221
17 N 1.097 0.442 -1.707  -0.902
18 H -0.784 2.163 0.183  0.259
19 H -2.364 0.676 1.736  0.240
20 C -0.115 1.282 0.075  -0.498


Entry 10:
Entry from the OMol25 dataset: the ion C5H13N2 with charge +2 at a distorted geometry (ωB97M-V with the def2-TZVPD basis set).

Summary:
2S+1 ... 2
Charge ... +2

Last column: natural (NBO) charge in e.
Atoms and positions in Å:
1 H 1.197 1.146 0.066  0.273
2 N 0.719 -2.026 0.883  -0.549
3 H 0.207 -1.847 1.742  0.428
4 H 2.024 -0.308 -1.666  0.226
5 H -1.569 1.662 -1.552  0.470
6 H -2.454 2.337 0.734  0.274
7 H -1.246 1.889 1.984  0.276
8 C 0.543 0.361 0.548  -0.493
9 C 1.684 -1.201 -1.121  -0.145
10 C -1.408 2.003 0.928  -0.667
11 H 0.566 0.399 1.660  0.288
12 H -1.782 0.039 -1.699  0.459
13 H 2.315 -2.039 -1.308  0.256
14 H -1.530 -0.147 0.373  0.213
15 H -0.786 2.893 0.548  0.246
16 H -0.216 0.614 -1.832  0.439
17 H 1.398 -2.767 1.057  0.458
18 C 0.936 -1.001 0.043  0.247
19 N -1.121 0.749 -1.386  -0.699
20 C -0.951 0.763 0.184  0.001


Entry 11:
Entry from the OMol25 dataset: the ion C5H13N2O with charge -1 at a distorted geometry (ωB97M-V with the def2-TZVPD basis set).

Summary:
Charge ... -1

Last column: natural (NBO) charge in e.
Atoms and positions in Å:
1 C 0.442 -2.782 0.705  0.007
2 H -1.854 1.275 0.355  0.169
3 H -2.377 3.191 -0.981  0.347
4 N -1.517 2.706 -1.231  -0.862
5 H -1.647 2.334 -2.162  0.360
6 C -0.139 0.776 -0.772  -0.208
7 H -0.546 2.334 0.671  0.179
8 H -0.449 -2.472 1.347  0.081
9 H 0.302 -3.617 -0.050  0.060
10 H 0.749 1.280 -1.179  0.155
11 H -0.681 0.213 -1.527  0.186
12 O 1.476 -2.849 1.516  -0.943
13 H 1.376 -0.683 1.862  0.277
14 H 2.137 0.522 0.825  0.136
15 C 0.456 -1.547 -0.387  -0.278
16 N 0.218 -0.261 0.224  -0.456
17 C 1.155 0.174 1.218  -0.434
18 C -1.066 1.843 -0.157  -0.226
19 H -0.232 -1.776 -1.206  0.157
20 H 1.452 -1.659 -0.880  0.134
21 H 0.746 0.998 1.810  0.160


Entry 12:
Entry from the OMol25 dataset: a cluster of 2 separate species, C5H13N2O in total at a distorted geometry (ωB97M-V with the def2-TZVPD basis set).

Summary:
Charge ... -1

Last column: natural (NBO) charge in e.
Atoms and positions in Å:
1 H 0.414 -0.645 -2.498  0.202
2 N -0.322 -1.790 -0.248  -0.612
3 H -0.584 0.132 -0.486  0.170
4 H 1.552 2.068 -0.165  0.142
5 H 1.857 -1.261 -1.609  0.190
6 H -2.021 -2.503 0.415  0.110
7 C -1.773 -1.555 -0.100  0.316
8 C 1.109 -0.474 -1.687  -0.620
9 N -0.257 2.417 0.836  -0.893
10 H -0.714 2.196 -0.046  0.329
11 C 1.165 1.698 0.805  -0.264
12 H 1.675 2.251 1.580  0.192
13 H 1.580 -0.452 1.401  0.170
14 C 0.349 -0.416 -0.344  -0.099
15 H 1.521 0.525 -1.853  0.184
16 H -0.074 -2.251 0.630  0.338
17 H -1.713 -0.549 0.682  -0.016
18 O -2.437 -1.117 -1.086  -0.698
19 H -1.618 -0.204 1.493  0.094
20 C 0.952 0.229 0.836  -0.584
21 H -0.661 1.701 1.445  0.349


What total energy values result from the calculations? In sequence: -8363.07541; -8366.43123; -8366.66291; -8366.23076; -8369.47870; -8367.85082; -8365.70527; -8368.27498; -8366.64855; -8356.86429; -10421.99487; -10418.43756 eV.
What energy relative to the best compared isomer or geometry (same formula, charge and spin) values result from the calculations? In sequence: 178.4; 101.0; 95.6; 105.6; 30.7; 68.2; 117.7; 58.5; 96.0; 35.9; 39.3; 121.3 kcal per mole.